# 1
The following is a quantum chemistry calculation of a molecular structure, C3H9F16K2N8O36PS16 at a distorted geometry, from the Open Molecules 2025 dataset.

Computed properties:
- energy above the lowest of the compared OMol25 structures with the same formula, charge and spin (kJ/mol) = 93.8
- LUMO energy (eV) = 7.7399
- frontier orbital gap (eV) = 4.66
- charge = -6

Atoms and positions in Å:
1 K 12.38 -16.00 15.58
2 K 10.66 -20.13 16.80
3 S 14.00 -15.46 10.34
4 S 7.01 -18.96 16.40
5 S 8.88 -13.09 10.30
6 S 12.54 -19.60 13.86
7 S 14.34 -15.77 8.08
8 S 12.21 -17.71 19.17
9 S 10.31 -18.54 13.54
10 S 13.67 -12.36 14.52
11 S 6.83 -12.24 16.28
12 S 9.11 -13.05 16.66
13 S 5.16 -18.31 17.61
14 S 15.69 -13.67 14.14
15 S 13.76 -13.43 19.70
16 S 9.78 -14.32 11.97
17 S 15.45 -14.71 18.62
18 S 9.93 -17.77 19.83
19 P 18.80 -16.66 13.68
20 F 8.39 -18.11 16.23
21 F 13.32 -16.14 6.83
22 F 16.80 -14.06 15.25
23 F 13.32 -18.78 19.51
24 F 16.98 -14.55 18.31
25 F 9.97 -14.44 16.43
26 F 5.38 -12.94 16.01
27 F 8.52 -18.59 19.50
28 F 11.25 -14.49 12.66
29 F 13.46 -10.82 14.86
30 F 13.92 -19.33 14.69
31 F 13.16 -16.23 11.52
32 F 9.48 -12.09 9.08
33 F 4.08 -17.13 17.56
34 F 13.16 -11.98 19.82
35 F 9.72 -17.03 13.98
36 O 16.34 -13.49 12.86
37 O 14.78 -14.41 7.76
38 O 7.14 -11.60 15.00
39 O 12.86 -14.11 18.78
40 O 13.67 -13.79 21.12
41 O 8.92 -13.83 13.08
42 O 15.32 -16.80 7.98
43 O 10.41 -18.41 12.13
44 O 18.78 -15.41 12.85
45 O 9.61 -12.73 17.98
46 O 17.36 -17.45 13.59
47 O 6.67 -19.30 15.05
48 O 12.06 -20.87 14.37
49 O 12.44 -16.83 20.28
50 O 14.72 -14.77 14.29
51 O 19.00 -16.48 15.25
52 O 9.67 -15.70 11.46
53 O 15.43 -15.74 19.64
54 O 7.50 -20.00 17.28
55 O 12.71 -17.46 17.83
56 O 12.87 -19.59 12.42
57 O 6.48 -11.37 17.37
58 O 9.64 -12.45 15.44
59 O 15.36 -15.99 10.59
60 O 19.90 -17.75 13.16
61 O 13.71 -14.06 10.62
62 O 9.70 -16.58 19.02
63 O 9.25 -19.41 14.07
64 O 9.74 -17.54 21.32
65 O 4.47 -19.34 16.79
66 O 13.45 -12.36 13.05
67 O 7.90 -12.32 10.97
68 O 8.35 -14.15 9.48
69 O 5.36 -18.56 19.04
70 O 12.67 -12.97 15.44
71 O 14.81 -14.91 17.33
72 N 15.13 -12.20 14.88
73 N 10.92 -18.87 19.34
74 N 10.24 -13.21 10.84
75 N 11.76 -18.41 14.46
76 N 13.15 -16.12 9.27
77 N 6.17 -17.53 16.94
78 N 7.72 -13.71 16.56
79 N 15.16 -13.11 19.19
80 C 19.52 -17.54 16.00
81 C 16.93 -18.72 13.96
82 C 19.84 -18.16 11.80
83 H 16.07 -18.67 14.63
84 H 18.91 -18.71 11.64
85 H 18.76 -17.62 16.78
86 H 17.79 -19.31 14.27
87 H 20.12 -17.37 11.11
88 H 20.63 -18.79 11.40
89 H 20.31 -17.29 16.71
90 H 16.31 -19.18 13.19
91 H 19.63 -18.46 15.43


# 2
The following is a quantum chemistry calculation of a molecular structure, C3H9F3InN2O4, from the Open Molecules 2025 dataset.

Computed properties:
- LUMO energy (eV) = 2.6444
- frontier orbital gap (eV) = 7.89
- charge = -1

Atoms and positions in Å:
1 In -0.44 0.16 -2.77
2 F 2.27 -0.37 -1.49
3 F 2.35 1.54 -2.51
4 F 2.61 -0.29 -3.64
5 O 1.83 1.69 3.43
6 O 0.18 0.73 2.44
7 O -1.92 -2.27 0.10
8 O -3.43 -0.84 -0.48
9 N -2.69 -1.37 0.32
10 N 1.35 1.05 2.51
11 C -2.68 -0.82 1.71
12 C 2.28 0.61 1.44
13 C 1.83 0.27 -2.65
14 H -0.93 -1.52 -2.94
15 H -1.14 1.24 -3.99
16 H -0.95 0.75 -1.16
17 H -2.94 -1.64 2.38
18 H -3.40 -0.02 1.76
19 H 2.74 1.50 1.01
20 H -1.68 -0.46 1.90
21 H 3.03 -0.01 1.92
22 H 1.73 0.06 0.69


# 3
The following is a quantum chemistry calculation of a molecular structure, C3H9FSi at a distorted geometry, from the Open Molecules 2025 dataset.

Computed properties:
- energy above the lowest of the compared OMol25 structures with the same formula, charge and spin (kJ/mol) = 192.1
- LUMO energy (eV) = 0.8768
- frontier orbital gap (eV) = 10.31

Atoms and positions in Å:
1 Si 0.03 -0.17 0.65
2 F 0.47 -0.45 2.20
3 C -0.21 -1.92 -0.06
4 C -1.43 0.97 0.47
5 C 1.84 1.10 -0.16
6 H -0.87 -2.47 0.67
7 H 2.29 0.63 -0.98
8 H -1.10 2.03 -0.01
9 H -2.18 0.50 -0.21
10 H -2.01 1.09 1.39
11 H 1.50 2.01 -0.49
12 H 0.79 -2.34 -0.19
13 H 2.62 1.19 0.73
14 H -0.85 -1.82 -1.06


# 4
The following is a quantum chemistry calculation of a gas-phase ion, C3H9IN3 (charge +1) at a distorted geometry, from the Open Molecules 2025 dataset.

Computed properties:
- energy above the lowest of the compared OMol25 structures with the same formula, charge and spin (kJ/mol) = 303.6
- SMILES = N[C@@H]1CC[N@@H+](I)N1
- LUMO energy (spin up / spin down) (eV) = -6.2843 / -6.2844
- frontier orbital gap (spin up / spin down) (eV) = 7.16 / 7.20
- charge = +1

Atoms and positions in Å:
1 I -3.26 0.11 -0.82
2 N 1.85 -1.11 -0.12
3 N -0.45 -1.07 0.39
4 N -1.34 -0.18 0.71
5 C 0.53 0.93 -0.56
6 C 0.56 -0.60 -0.55
7 C -0.48 1.38 0.49
8 H -0.84 -1.94 0.53
9 H 1.64 1.26 -0.32
10 H 0.00 1.64 1.46
11 H -1.80 -0.13 1.61
12 H 2.25 -1.07 0.81
13 H 0.22 -0.85 -1.63
14 H -1.22 2.11 0.13
15 H 2.17 -1.87 -0.68
16 H 0.17 1.39 -1.43


Calculated total energy across the listed records, respectively: -12775.88916 -1019.70499 -509.08152 -581.29554 a.u..